1.
Entry from the OMol25 dataset: a structure of composition Cl4O2V in a non-equilibrium geometry (ωB97M-V/def2-TZVPD).

The geometry in XYZ format:
```
7
Properties=species:S:1:pos:R:3:lowdin_charge:R:1
O 0.97 0.85 -0.10 -0.491
O -1.14 -0.20 -1.07 -0.514
V -0.27 -0.08 0.22 0.260
Cl -2.31 1.26 1.40 -0.447
Cl 0.65 -2.48 -0.10 -0.353
Cl 1.33 1.06 -3.25 -0.863
Cl 0.77 -0.41 2.90 -0.592
```

LUMO level = 8.32 eV
charge = -3
HOMO-LUMO gap = 6.448 eV
spin multiplicity = 1

---

2.
Entry from the OMol25 dataset: the ion C7H12 with charge -1 in a non-equilibrium geometry (ωB97M-V/def2-TZVPD).

The geometry in XYZ format:
```
19
Properties=species:S:1:pos:R:3:lowdin_charge:R:1
H 2.18 -0.08 -1.00 0.073
H -1.33 2.02 1.10 0.066
C 1.74 0.15 0.05 -0.149
C -0.22 -1.35 -1.30 -0.061
H -2.03 2.57 -0.37 0.061
H -0.74 1.29 -1.90 0.091
H 0.00 -1.26 -2.37 0.010
H 1.15 -1.63 2.52 0.052
C 0.00 -0.27 -0.42 -0.441
H 0.34 2.04 -0.66 0.107
C 0.54 -1.51 1.63 -0.160
H -0.57 -2.28 -0.84 0.006
C 0.65 -0.33 0.87 -0.383
H 0.86 -2.19 0.86 0.048
H -2.38 0.93 0.23 0.069
C -0.47 1.24 -0.82 -0.264
H 2.41 0.81 0.45 -0.032
H -0.57 -1.79 1.92 0.104
C -1.56 1.65 0.07 -0.196
```

LUMO level (spin up / spin down) = 4.32 / 4.12 eV
charge = -1
HOMO-LUMO gap (spin up / spin down) = 5.656 / 5.879 eV
spin multiplicity = 2

---

3.
Entry from the OMol25 dataset: a cluster of 2 separate species, C5H8IN2 in total in a non-equilibrium geometry (ωB97M-V/def2-TZVPD).

The geometry in XYZ format:
```
16
Properties=species:S:1:pos:R:3:lowdin_charge:R:1
N 0.73 1.52 0.13 -0.155
C -1.94 -0.07 0.00 0.163
H 0.07 -1.93 -0.80 0.109
I -1.20 3.22 -1.49 0.863
C -0.50 1.76 -0.17 -0.665
H -0.29 -4.26 0.19 0.055
C 2.05 1.98 -0.18 -0.041
H 2.11 2.98 0.25 0.112
H -1.27 -3.44 1.58 0.095
C -0.79 -3.43 0.58 0.132
H 2.82 1.37 0.24 0.098
H 2.18 2.08 -1.18 0.056
N -1.39 -1.12 0.12 0.081
H 0.79 0.94 1.00 0.163
H -2.73 0.63 -0.17 0.093
C -0.65 -2.23 -0.10 -0.157
```

LUMO level (spin up / spin down) = -4.36 / -4.36 eV
charge = +1
HOMO-LUMO gap (spin up / spin down) = 7.874 / 7.873 eV
spin multiplicity = 1

---

4.
Entry from the OMol25 dataset: a structure of composition C36H40BF3O3 in a non-equilibrium geometry (ωB97M-V/def2-TZVPD).

The geometry in XYZ format:
```
83
Properties=species:S:1:pos:R:3:lowdin_charge:R:1
H 4.15 4.78 2.88 0.090
H -0.21 -4.59 2.54 0.067
H 2.05 -3.24 3.78 0.111
C 2.68 -0.59 1.77 -0.076
O 3.59 1.61 0.79 0.105
H 1.04 1.62 -0.58 0.072
H 6.60 1.28 2.21 0.095
C -2.74 -0.82 1.92 -0.052
H -7.95 0.63 -7.79 0.104
C 4.67 2.18 1.57 -0.450
H 6.15 3.70 1.28 0.097
H 4.15 2.71 5.05 0.101
H -0.22 0.11 2.05 0.067
H -0.18 2.76 0.84 0.130
H -0.40 0.98 -1.45 0.098
H -2.73 -2.03 3.70 0.118
H -0.25 -3.41 0.47 0.110
H 5.05 1.38 4.27 0.092
C -3.53 2.01 -1.70 -0.023
H -3.60 2.84 -0.98 0.122
C -1.33 -1.58 0.11 -0.052
O 2.85 1.65 3.05 0.124
C -0.66 1.75 0.71 -0.173
H 3.04 -0.70 -0.37 0.127
H 5.65 2.86 -0.23 0.104
C -2.19 -0.60 0.64 -0.243
F 1.64 -5.33 0.91 0.100
H 5.86 0.58 0.73 0.107
H -6.52 2.07 -6.34 0.122
H -2.29 1.65 0.54 0.082
O -4.36 1.39 -5.19 -0.005
H -1.54 1.14 2.79 0.098
C 2.30 -2.66 2.91 -0.010
C 2.65 -4.83 1.69 -0.522
C -2.32 -1.87 2.70 -0.044
H 2.70 4.22 3.75 0.095
B 3.07 0.91 1.90 -0.665
C 3.94 2.62 2.92 -0.431
C -0.88 -3.90 3.09 -0.052
H -1.70 -4.48 3.54 0.090
C 5.66 0.98 1.74 0.009
H 0.41 0.07 -0.08 0.056
C -4.03 2.16 -2.97 -0.008
C 5.29 3.29 0.73 -0.003
C 4.77 2.44 4.18 -0.005
C -7.00 0.26 -7.42 -0.089
C -0.90 -2.64 0.90 -0.027
C -3.46 -0.16 -3.49 0.004
H 5.66 3.07 4.17 0.094
C -4.52 -0.69 -6.50 -0.024
C -0.61 1.14 2.14 -0.084
H 2.73 4.19 1.95 0.094
C -5.03 0.54 -6.08 -0.235
H 5.22 0.16 2.32 0.094
C -6.21 1.06 -6.61 -0.008
H -0.31 -3.46 3.92 0.076
H 4.56 4.08 0.53 0.089
H -7.18 -1.66 -8.41 0.102
C -3.97 1.09 -3.89 -0.223
H 3.19 -3.20 -0.34 0.124
C 0.09 1.07 -0.43 -0.121
C 2.21 -1.27 2.90 0.004
C 3.33 4.05 2.86 -0.004
H 1.86 -0.75 3.78 0.125
H -0.95 -1.50 -0.91 0.111
C -2.27 0.70 0.00 -0.142
H -3.53 -1.01 -6.17 0.108
C -6.56 -1.02 -7.77 -0.098
C -2.98 -0.31 -2.18 -0.018
H 0.16 1.70 2.72 0.080
H -4.95 -2.47 -7.61 0.106
F 3.82 -5.31 1.18 0.126
C -1.35 -2.76 2.22 -0.272
H -3.46 -1.03 -4.17 0.098
C -5.32 -1.48 -7.32 -0.083
C 2.95 -2.63 0.55 0.000
C 2.64 -3.31 1.73 -0.124
C -2.95 0.78 -1.28 -0.212
F 2.47 -5.40 2.92 0.112
H -3.45 -0.08 2.31 0.121
H -2.65 -1.28 -1.85 0.095
H -4.50 3.10 -3.30 0.124
C 2.88 -1.25 0.55 -0.004
```

LUMO level = 0.16 eV
charge = 0
HOMO-LUMO gap = 6.763 eV
spin multiplicity = 1

---

5.
Entry from the OMol25 dataset: a cluster of 2 separate species, C19H24N5O8PS in total in a non-equilibrium geometry (ωB97M-V/def2-TZVPD).

The geometry in XYZ format:
```
58
Properties=species:S:1:pos:R:3:lowdin_charge:R:1
H -4.55 2.55 -1.40 0.080
O -3.97 0.89 -1.73 -0.289
O -3.24 1.17 2.18 -0.059
C 1.42 -3.11 -3.04 -0.499
H 0.03 2.60 -4.79 0.104
N 2.03 -4.88 -4.25 0.107
S 0.55 -1.70 -2.45 1.032
H -4.28 1.01 6.90 0.090
C -1.65 2.05 3.82 -0.207
C 2.64 -3.66 -2.48 -0.240
H 0.20 -3.72 -4.75 0.133
H 5.08 -3.57 -0.24 0.124
H 0.88 2.60 5.14 0.078
O -2.50 0.15 5.02 0.072
C 2.71 0.55 -5.07 -0.091
O -3.72 3.06 -1.31 -0.122
H 2.05 -5.61 -4.96 0.168
C -2.71 2.36 2.76 -0.174
C 4.50 -3.91 -1.09 -0.124
C 1.07 -3.88 -4.12 -0.064
H -2.27 2.97 1.97 0.128
N 3.41 -3.24 -1.40 0.124
C 0.62 0.96 3.78 -0.543
H 0.31 1.07 5.89 0.080
H -0.73 0.82 2.32 0.151
H 5.75 -5.52 -1.58 0.159
O -0.97 0.71 -3.10 -0.111
H -0.93 2.74 -2.59 0.114
N -2.76 2.16 6.00 0.025
H 2.98 -1.32 -4.06 0.104
C 1.89 1.66 -5.27 -0.090
H 2.20 2.46 -5.94 0.101
N -0.56 1.24 3.23 0.129
C -2.32 1.36 5.01 -0.486
O -2.03 1.42 -0.20 -0.114
H -2.59 3.15 5.93 0.137
H -2.18 2.26 -3.76 0.118
N 4.92 -5.01 -1.83 0.147
H 1.99 1.24 5.38 0.087
C 2.31 -0.48 -4.22 -0.076
H -3.85 2.50 7.77 0.086
C 1.07 -0.42 -3.56 -0.421
H -1.23 2.99 4.16 0.141
C 0.24 0.70 -3.75 -0.288
H -3.52 2.93 3.21 0.128
P -2.84 1.80 -1.51 0.421
C 4.20 -5.44 -2.90 -0.431
C 2.99 -4.73 -3.25 -0.124
H 3.67 0.49 -5.58 0.101
C -1.64 1.96 -2.87 -0.191
C 0.66 1.73 -4.61 -0.023
O 4.60 -6.40 -3.54 0.044
C -3.46 1.67 7.19 -0.050
O 1.43 0.27 3.19 0.051
C 0.96 1.51 5.15 0.013
H -3.37 0.52 2.88 0.109
H -2.72 1.23 0.47 0.043
H -2.77 1.09 7.81 0.089
```

LUMO level = 0.29 eV
structure (SMILES) = O=c1[nH]cnc2c(Sc3ccccc3OCP(=O)(O)O)c[nH]c12.CNC(=O)[C@H](CO)NC(C)=O
charge = 0
HOMO-LUMO gap = 8.138 eV
spin multiplicity = 1

---

6.
Entry from the OMol25 dataset: a cluster of 2 separate species, C4H12NP in total in a non-equilibrium geometry (ωB97M-V/def2-TZVPD).

The geometry in XYZ format:
```
18
Properties=species:S:1:pos:R:3:lowdin_charge:R:1
H 0.18 -1.47 1.73 0.078
H -1.64 0.67 -0.47 0.039
H 1.94 0.95 -0.54 0.079
H -0.39 2.19 1.21 0.077
H -0.38 0.89 2.41 0.078
H 0.84 -1.79 0.13 0.049
H 0.46 1.71 -1.15 0.078
C 0.12 0.23 0.41 -0.768
H 1.16 1.54 1.80 0.082
C 0.78 -1.05 0.93 -0.074
H -2.52 -2.28 -1.80 -0.241
C 0.90 0.78 -0.80 -0.069
H -1.73 -0.90 -3.02 -0.241
N -1.24 -0.04 0.14 0.122
H 1.78 -0.85 1.30 0.079
C 0.13 1.29 1.54 -0.048
P -1.24 -1.93 -2.22 0.640
H 0.86 0.04 -1.61 0.039
```

LUMO level (spin up / spin down) = -0.92 / -0.27 eV
charge = 0
HOMO-LUMO gap (spin up / spin down) = 8.622 / 8.388 eV
spin multiplicity = 1